Entry from the Open Molecules 2025 dataset: a structure of composition C43H34FeN7O2PS (wB97M-V/def2-TZVPD).

The geometry in ORCA input format:
```
! wB97M-V def2-TZVPD RIJCOSX def2/J DEFGRID3
* xyz 1 2
Fe 0.021 -0.499 -0.727
C -5.998 -0.149 -1.406
C -5.514 -0.875 -2.484
C -4.237 -1.415 -2.448
C -3.435 -1.229 -1.326
C -3.916 -0.498 -0.238
C -5.198 0.029 -0.283
N -2.099 -1.696 -1.320
C -1.831 -2.948 -1.282
C -2.783 -4.054 -1.190
C -2.354 -5.320 -1.288
C -0.948 -5.653 -1.486
C -0.009 -4.695 -1.536
C -0.402 -3.309 -1.371
N 0.437 -2.314 -1.394
N 1.711 -2.516 -1.776
C 2.261 -1.344 -2.102
C 3.519 -1.293 -2.759
C 4.005 -0.091 -3.174
C 3.270 1.092 -2.936
C 2.079 0.990 -2.276
N 1.585 -0.194 -1.846
H -6.999 0.260 -1.432
H -6.135 -1.029 -3.357
H -3.859 -1.984 -3.290
H -3.289 -0.387 0.634
H -5.579 0.572 0.572
H -3.825 -3.819 -1.026
H -3.060 -6.136 -1.211
H -0.676 -6.696 -1.573
H 1.041 -4.911 -1.664
H 4.044 -2.221 -2.928
H 4.955 -0.043 -3.690
H 3.623 2.056 -3.271
H 1.464 1.854 -2.060
O -1.823 -2.886 1.789
C -0.946 -2.105 1.511
O -1.096 -0.980 0.862
C 0.515 -2.312 1.943
P 1.336 -0.921 1.138
C 3.119 -1.221 1.146
C 4.022 -0.423 0.443
C 5.382 -0.668 0.522
C 5.862 -1.712 1.298
C 4.975 -2.511 2.003
C 3.614 -2.266 1.930
C 1.123 0.680 2.103
C 2.213 0.950 3.100
C 2.808 2.144 3.171
C 2.446 3.260 2.292
C 1.607 3.074 1.276
C 1.220 1.664 0.932
H 0.899 -3.268 1.585
H 0.590 -2.296 3.032
H 3.688 0.389 -0.188
H 6.070 -0.043 -0.033
H 6.925 -1.903 1.354
H 5.340 -3.327 2.613
H 2.941 -2.896 2.496
H 2.454 0.167 3.809
H 3.554 2.317 3.937
H 2.849 4.241 2.502
H 1.315 3.877 0.611
H 2.082 1.334 0.337
N -1.575 2.909 0.827
C -1.146 3.366 2.115
C -1.288 4.727 2.342
C -0.935 5.280 3.564
C -0.441 4.468 4.570
C -0.307 3.108 4.346
C -0.650 2.531 3.128
S -0.517 0.778 2.938
N 0.103 1.403 0.052
C -1.021 2.026 -0.022
C -1.728 1.718 -1.316
C -2.773 2.443 -1.854
C -3.179 2.152 -3.151
C -2.528 1.156 -3.853
C -1.518 0.445 -3.222
N -1.128 0.726 -1.987
H -2.404 3.375 0.495
H -1.664 5.364 1.550
H -1.053 6.343 3.722
H -0.169 4.887 5.530
H 0.069 2.457 5.123
H -3.275 3.224 -1.300
H -3.993 2.703 -3.602
H -2.808 0.904 -4.866
H -1.023 -0.390 -3.701
*
```

For the lowest unoccupied orbital energy (spin up / spin down), the calculation gives -0.1199 / -0.1200 Ha. The expectation value of S² is 0.791. For the gap between HOMO and LUMO (spin up / spin down), the calculation gives 6.291 / 6.263 eV. The electronic energy comes out at -114174.2523 eV.


Entry from the Open Molecules 2025 dataset: a structure of composition C43H34I2N5NaO (wB97M-V/def2-TZVPD).

The geometry in ORCA input format:
```
! wB97M-V def2-TZVPD RIJCOSX def2/J DEFGRID3
* xyz -2 1
Na -0.573 0.310 -0.346
C -0.929 -0.134 2.960
C -2.152 -0.897 2.453
C -3.081 -0.104 1.545
C -4.435 -0.431 1.533
C -5.292 0.497 0.863
C -4.781 1.461 0.074
C -3.306 1.413 -0.259
N -2.508 0.860 0.854
N 0.307 -0.261 2.169
C 0.838 -1.610 2.197
C 1.886 -1.908 1.142
C 2.118 -3.234 0.776
C 3.077 -3.508 -0.180
C 3.778 -2.453 -0.747
C 3.470 -1.170 -0.331
N 2.557 -0.898 0.602
C 1.278 0.708 2.652
C 1.347 2.013 1.887
C 2.091 3.065 2.424
C 2.236 4.228 1.693
C 1.633 4.315 0.445
C 0.904 3.226 0.000
N 0.757 2.106 0.705
H -1.181 0.928 2.973
H -0.708 -0.444 4.001
H -1.841 -1.797 1.913
H -2.721 -1.254 3.316
H -4.825 -1.198 2.191
H -6.365 0.459 1.041
H -5.405 2.205 -0.409
H -2.944 2.436 -0.431
H 1.252 -1.864 3.195
H 0.016 -2.305 2.028
H 1.521 -4.026 1.212
H 3.251 -4.525 -0.512
H 4.503 -2.614 -1.533
H 3.959 -0.312 -0.780
H 1.090 0.940 3.715
H 2.277 0.278 2.599
H 2.552 2.955 3.398
H 2.814 5.056 2.087
H 1.725 5.199 -0.171
H 0.422 3.235 -0.972
I 3.305 0.917 -3.992
C 2.265 -0.827 -3.516
C 2.648 -2.032 -4.094
C 2.014 -3.207 -3.775
I 2.702 -4.977 -4.659
C 0.946 -3.217 -2.838
C 0.216 -4.363 -2.458
C -0.775 -4.266 -1.522
C -1.027 -3.018 -0.933
N -0.367 -1.935 -1.260
C 0.582 -1.995 -2.220
C 1.219 -0.707 -2.570
O 0.863 0.361 -2.034
H 3.466 -2.037 -4.804
H 0.436 -5.312 -2.929
H -1.375 -5.125 -1.251
H -1.813 -2.905 -0.192
C -3.027 0.666 -1.520
C -2.969 -0.060 -2.495
C -2.840 -0.892 -3.636
C -1.886 -0.500 -4.650
C -1.214 -1.417 -5.486
C -0.289 -1.009 -6.432
C 0.026 0.334 -6.601
C -0.599 1.258 -5.766
C -1.522 0.857 -4.821
C -3.587 -2.117 -3.651
C -3.700 -2.969 -4.778
C -4.439 -4.139 -4.748
C -5.135 -4.535 -3.610
C -5.085 -3.687 -2.502
C -4.347 -2.522 -2.518
H -1.378 -2.481 -5.350
H 0.215 -1.763 -7.028
H 0.760 0.648 -7.334
H -0.357 2.313 -5.849
H -1.984 1.593 -4.174
H -3.213 -2.694 -5.707
H -4.478 -4.752 -5.645
H -5.708 -5.455 -3.591
H -5.637 -3.941 -1.601
H -4.347 -1.877 -1.649
*
```

For the lowest unoccupied orbital energy, the calculation gives 0.1280 Ha. For the gap between HOMO and LUMO, the calculation gives 3.385 eV. The electronic energy comes out at -75259.1508 eV.


Entry from the Open Molecules 2025 dataset: a structure of composition C43H34N4O2OsP2SbSe4Te (wB97M-V/def2-TZVPD).

The geometry in ORCA input format:
```
! wB97M-V def2-TZVPD RIJCOSX def2/J DEFGRID3
* xyz 1 5
Os -0.277 -0.487 -0.227
O -3.511 3.590 0.644
C -3.396 3.643 -0.695
C -4.294 4.419 -1.426
C -4.182 4.512 -2.799
C -3.167 3.848 -3.483
C -2.314 3.024 -2.787
C -2.435 2.899 -1.399
C -1.630 1.915 -0.708
O -1.284 0.868 -1.374
N -1.261 2.059 0.557
N -0.425 1.073 0.922
C 0.185 1.075 2.082
C 1.165 0.058 2.266
C 2.026 0.002 3.367
C 3.054 -0.911 3.378
C 3.205 -1.786 2.300
C 2.302 -1.720 1.263
N 1.300 -0.830 1.234
H -2.725 3.166 1.033
H -5.071 4.941 -0.891
H -4.895 5.111 -3.347
H -3.061 3.962 -4.551
H -1.526 2.478 -3.289
H -0.009 1.860 2.798
H 1.892 0.728 4.154
H 3.757 -0.920 4.194
H 4.013 -2.498 2.258
H 2.365 -2.384 0.401
Te -1.616 -5.051 0.161
C -3.751 -5.364 0.131
C -4.341 -6.140 -0.852
C -5.730 -6.226 -0.860
N -6.486 -5.603 0.016
C -5.926 -4.878 0.961
C -4.551 -4.731 1.068
C -1.970 -2.965 -0.073
P -1.563 -1.794 1.223
C -1.258 -2.790 2.694
C -0.058 -3.492 2.784
C 0.135 -4.411 3.797
C -0.886 -4.656 4.701
C -2.093 -3.982 4.593
C -2.287 -3.041 3.599
C -2.912 -0.713 1.744
C -2.608 0.032 2.890
C -3.465 1.027 3.313
C -4.628 1.279 2.596
C -4.926 0.544 1.461
C -4.060 -0.440 1.011
P -1.201 -2.179 -1.479
C -0.631 -3.409 -2.669
C -1.671 -4.208 -3.161
C -1.415 -5.086 -4.191
C -0.147 -5.140 -4.759
C 0.889 -4.382 -4.243
C 0.651 -3.531 -3.177
C -2.490 -1.417 -2.509
C -2.063 -0.546 -3.510
C -2.993 0.139 -4.268
C -4.346 -0.069 -4.040
C -4.769 -0.982 -3.087
C -3.845 -1.656 -2.311
H -3.751 -6.668 -1.586
H -6.250 -6.807 -1.610
H -6.596 -4.391 1.657
H -4.124 -4.145 1.869
H 0.728 -3.330 2.051
H 1.070 -4.946 3.866
H -0.746 -5.384 5.485
H -2.899 -4.193 5.280
H -3.230 -2.512 3.524
H -1.696 -0.189 3.439
H -3.224 1.606 4.192
H -5.296 2.061 2.920
H -5.834 0.740 0.910
H -4.281 -0.992 0.107
H -2.670 -4.103 -2.749
H -2.211 -5.708 -4.574
H 0.034 -5.768 -5.617
H 1.877 -4.416 -4.682
H 1.457 -2.945 -2.746
H -0.994 -0.398 -3.667
H -2.668 0.836 -5.025
H -5.077 0.476 -4.617
H -5.822 -1.175 -2.942
H -4.164 -2.375 -1.563
Se 3.353 1.969 -4.091
Sb 3.210 -0.274 -3.128
Se 5.262 -0.799 -1.906
Se 3.266 -1.846 -4.983
Se 1.256 -0.472 -1.633
*
```

For the lowest unoccupied orbital energy (spin up / spin down), the calculation gives -0.1546 / -0.1895 Ha. The expectation value of S² is 6.053. For the gap between HOMO and LUMO (spin up / spin down), the calculation gives 5.533 / 4.829 eV. The electronic energy comes out at -351448.8796 eV.


Entry from the Open Molecules 2025 dataset: a structure of composition C43H34N9OOsP (wB97M-V/def2-TZVPD).

The geometry in ORCA input format:
```
! wB97M-V def2-TZVPD RIJCOSX def2/J DEFGRID3
* xyz 2 1
Os -1.013 -0.014 -0.107
C -2.557 2.514 -5.831
C -2.650 3.701 -5.115
C -2.185 3.792 -3.802
C -1.648 2.654 -3.242
C -1.216 2.356 -1.872
N -0.870 1.015 -1.795
C -1.013 0.448 -3.049
N -0.718 -0.785 -3.365
C -0.593 -1.770 -2.481
C -0.216 -3.153 -2.778
C 0.300 -3.735 -3.920
C 0.515 -5.111 -3.894
C 0.227 -5.860 -2.755
C -0.278 -5.266 -1.599
C -0.502 -3.907 -1.630
C -1.047 -2.966 -0.643
N -1.656 -3.261 0.481
C -2.142 -2.366 1.338
N -1.810 -1.042 1.401
C -2.405 -0.462 2.501
N -2.151 0.761 2.951
C -1.602 1.715 2.231
N -1.522 1.673 0.869
C -1.080 2.867 0.387
N -1.113 3.210 -0.893
C -0.697 3.706 1.527
C -0.018 4.905 1.592
C 0.305 5.391 2.857
C -0.069 4.700 4.007
C -0.758 3.491 3.939
C -1.048 2.995 2.685
C -3.254 -1.463 3.140
C -4.135 -1.386 4.201
C -4.857 -2.533 4.520
C -4.694 -3.713 3.800
C -3.799 -3.791 2.734
C -3.088 -2.651 2.419
N -0.984 -1.705 -1.180
C -1.534 1.466 -3.970
C -1.978 1.374 -5.270
H -2.954 2.468 -6.836
H -3.110 4.566 -5.574
H -2.261 4.711 -3.236
H 0.533 -3.135 -4.791
H 0.911 -5.606 -4.771
H 0.398 -6.929 -2.772
H -0.477 -5.853 -0.712
H 0.266 5.433 0.690
H 0.872 6.308 2.948
H 0.195 5.106 4.975
H -1.042 2.956 4.836
H -4.268 -0.464 4.752
H -5.568 -2.504 5.336
H -5.285 -4.582 4.059
H -3.665 -4.703 2.167
H -1.898 0.447 -5.823
C 1.260 0.456 2.734
P 0.875 -0.779 1.464
C 0.497 -2.184 2.564
C 2.421 -1.361 0.731
C 2.331 -2.261 -0.329
C 3.474 -2.832 -0.868
C 4.719 -2.502 -0.348
C 4.816 -1.608 0.709
C 3.672 -1.030 1.244
H 1.554 1.409 2.308
H 2.044 0.073 3.388
H 0.361 0.608 3.331
H 1.393 -2.384 3.152
H 0.250 -3.080 1.997
H -0.327 -1.945 3.236
H 1.363 -2.523 -0.728
H 3.394 -3.527 -1.694
H 5.614 -2.950 -0.761
H 5.785 -1.371 1.129
H 3.767 -0.342 2.076
C 4.624 3.152 -0.699
N 3.217 2.752 -0.792
C 2.411 3.343 -1.849
C 2.739 1.806 0.013
O 1.585 1.358 0.025
H 4.761 4.084 -1.240
H 5.281 2.399 -1.137
H 4.910 3.310 0.339
H 2.426 4.430 -1.763
H 1.391 2.989 -1.754
H 2.804 3.063 -2.827
H 3.496 1.434 0.716
*
```

For the lowest unoccupied orbital energy (spin up / spin down), the calculation gives -0.2871 / -0.2873 Ha. For the gap between HOMO and LUMO (spin up / spin down), the calculation gives 4.483 / 4.438 eV. The electronic energy comes out at -72346.4747 eV.


Entry from the Open Molecules 2025 dataset: a structure of composition C43H35Cl2IN9O2Pb (wB97M-V/def2-TZVPD).

The geometry in ORCA input format:
```
! wB97M-V def2-TZVPD RIJCOSX def2/J DEFGRID3
* xyz 1 1
Pb 0.352 0.262 0.877
C 1.041 4.429 -1.394
C 1.092 3.421 -0.444
N 0.964 2.144 -0.783
C 0.777 1.856 -2.074
C 0.747 2.882 -3.021
N 0.873 4.156 -2.685
C 0.433 0.462 -2.441
C 0.655 -0.058 -3.703
C 0.171 -1.330 -4.013
C -0.566 -1.993 -3.042
C -0.699 -1.437 -1.777
N -0.174 -0.246 -1.482
C -1.442 -2.097 -0.677
C -2.369 -3.116 -0.896
N -3.061 -3.665 0.089
C -2.850 -3.201 1.316
C -1.955 -2.171 1.551
N -1.259 -1.628 0.560
C 0.460 -1.954 -5.321
C 0.651 -3.330 -5.418
C 0.979 -3.874 -6.651
N 1.118 -3.153 -7.757
C 0.925 -1.841 -7.664
C 0.596 -1.197 -6.481
H 1.124 5.473 -1.121
H 1.228 3.637 0.608
H 0.569 2.671 -4.069
H 1.243 0.492 -4.426
H -1.001 -2.958 -3.259
H -2.572 -3.494 -1.890
H -3.417 -3.654 2.120
H -1.790 -1.766 2.544
H 0.585 -3.963 -4.543
H 1.147 -4.941 -6.753
H 1.049 -1.279 -8.583
H 0.430 -0.128 -6.480
C 2.421 -0.020 5.620
O 1.258 0.830 5.661
C 0.813 0.926 4.395
N 1.478 0.334 3.479
C 2.705 -0.184 4.110
C 3.109 -1.583 3.728
C 4.379 -1.814 3.214
C 4.790 -3.101 2.897
C 3.933 -4.172 3.102
C 2.666 -3.948 3.621
C 2.253 -2.661 3.927
C -0.320 1.866 4.187
C -0.630 2.786 5.187
C -1.543 3.785 4.903
C -2.130 3.828 3.650
C -1.804 2.831 2.735
N -0.911 1.873 2.996
C -2.415 2.842 1.386
N -2.079 2.083 0.429
C -2.876 2.441 -0.741
C -3.730 3.641 -0.237
O -3.367 3.768 1.153
C -3.710 1.284 -1.241
C -4.184 0.316 -0.363
C -4.985 -0.718 -0.826
C -5.320 -0.793 -2.171
C -4.852 0.174 -3.051
C -4.045 1.204 -2.589
H 2.176 -0.967 6.102
H 3.229 0.461 6.165
H 3.505 0.495 3.805
H 5.052 -0.979 3.056
H 5.778 -3.263 2.488
H 4.245 -5.176 2.848
H 1.994 -4.781 3.784
H 1.256 -2.494 4.321
H -0.145 2.718 6.150
H -1.786 4.531 5.647
H -2.822 4.607 3.366
H -2.193 2.754 -1.536
H -4.799 3.453 -0.305
H -3.484 4.571 -0.747
H -3.921 0.373 0.687
H -5.351 -1.466 -0.134
H -5.938 -1.605 -2.533
H -5.122 0.126 -4.098
H -3.680 1.959 -3.277
I 1.837 -3.233 -0.296
C 2.212 -1.166 0.173
H 2.719 -0.779 -0.711
H 2.927 -1.219 0.990
Cl 3.577 2.297 1.546
C 5.181 2.075 0.808
Cl 5.383 0.457 0.135
H 5.928 2.224 1.577
H 5.286 2.796 0.008
*
```

For the lowest unoccupied orbital energy, the calculation gives -0.1144 Ha. For the gap between HOMO and LUMO, the calculation gives 6.200 eV. The electronic energy comes out at -101053.6737 eV.